(i)
The following is a DFT calculation (ωB97M-V with the def2-TZVPD basis set) of a molecular structure, C3H7NO2S.

Calculated values
Highest occupied orbital energy (spin up / spin down) = -0.3198 / -0.3198 hartree
HOMO-LUMO gap (spin up / spin down) = 0.3251 / 0.3251 Eh
Charge = 0
Molecular weight = 121.2 g/mol

Geometry as XYZ:
```
14
C3H7NO2S (ωB97M-V with the def2-TZVPD basis set)
C -0.795 1.969 0.081
C 1.184 -1.133 0.412
C 0.175 -1.003 -0.790
N 0.387 1.972 -0.292
O -1.519 -0.790 1.307
O -2.393 -0.327 -0.938
S -1.320 -0.291 -0.019
H -1.543 2.367 0.724
H 1.480 -0.034 0.698
H 0.775 -1.564 1.211
H 2.161 -1.496 0.250
H -0.117 -2.067 -1.133
H 0.585 -0.400 -1.486
H 0.939 2.797 -0.025
```



(ii)
The following is a DFT calculation (ωB97M-V with the def2-TZVPD basis set) of 2 unconnected molecules or ions with the total composition C3H7NO2S.

Calculated values
Highest occupied orbital energy = -0.3046 hartree
HOMO-LUMO gap = 0.3317 Eh
SMILES = O/C=C(/O)S.C=N
Charge = 0
Molecular weight = 121.2 g/mol

Geometry as XYZ:
```
14
C3H7NO2S (ωB97M-V with the def2-TZVPD basis set)
O -0.497 -0.373 -1.891
C 0.751 -0.609 -1.423
C 0.925 -1.160 -0.200
O 2.154 -1.227 0.364
S -0.373 -1.956 0.792
H -1.188 -0.790 -1.278
H 1.626 -0.253 -1.911
H 2.218 -1.981 0.862
H -0.597 -0.937 1.532
C -1.078 1.827 0.241
N -0.815 1.454 1.401
H -1.096 2.774 -0.065
H -1.322 1.070 -0.444
H -0.708 2.159 2.019
```



How far above the most stable structure does each one sit? In kJ/mol: (i) 118.0; (ii) 0.0.



(i)
The following is a DFT calculation (ωB97M-V with the def2-TZVPD basis set) of 2 unconnected molecules or ions with the total composition C3H7NO2S.

Calculated values
Highest occupied orbital energy = -0.3623 hartree
HOMO-LUMO gap = 0.3281 Eh
Charge = 0
Molecular weight = 121.2 g/mol

Geometry as XYZ:
```
14
C3H7NO2S (ωB97M-V with the def2-TZVPD basis set)
C -1.385 -1.225 -0.342
C -1.078 0.234 -0.253
C -0.626 0.961 1.034
N -0.076 -0.728 -0.776
O 2.863 0.536 -1.177
O 3.940 -0.109 0.903
S 2.799 -0.293 0.027
H -1.433 -1.682 0.606
H -2.173 -1.455 -0.991
H -1.461 0.826 -1.106
H 0.217 0.397 1.380
H -1.451 1.153 1.642
H -0.164 2.089 0.927
H 0.028 -0.704 -1.875
```



(ii)
The following is a DFT calculation (ωB97M-V with the def2-TZVPD basis set) of C3H7NO2S in the gas phase.

Calculated values
Highest occupied orbital energy = -0.3355 hartree
HOMO-LUMO gap = 0.3586 Eh
SMILES = CONC(=O)CS
Charge = 0
Molecular weight = 121.2 g/mol

Geometry as XYZ:
```
14
C3H7NO2S (ωB97M-V with the def2-TZVPD basis set)
C 1.840 -0.704 0.132
O 0.747 -0.424 -0.711
N 0.444 0.933 -0.710
C -0.794 1.292 -0.188
O -1.321 2.360 -0.288
C -1.496 0.197 0.597
S -2.224 -1.100 -0.512
H 1.835 -1.751 0.440
H 1.708 -0.175 1.099
H 2.856 -0.472 -0.305
H 0.802 1.407 -1.500
H -2.316 0.723 1.050
H -0.840 -0.254 1.287
H -1.241 -2.031 -0.391
```



(iii)
The following is a DFT calculation (ωB97M-V with the def2-TZVPD basis set) of a molecular structure, C3H7NO2S.

Calculated values
Highest occupied orbital energy = -0.3475 hartree
HOMO-LUMO gap = 0.3699 Eh
Charge = 0
Molecular weight = 121.2 g/mol

Geometry as XYZ:
```
14
C3H7NO2S (ωB97M-V with the def2-TZVPD basis set)
C -0.934 0.872 0.877
C -1.188 0.963 -0.614
C 1.128 -1.701 -0.107
N 0.461 0.786 1.095
O 2.672 0.597 -0.684
O -0.191 0.247 -1.217
S 1.087 0.064 -0.129
H -1.354 1.679 1.469
H -1.393 -0.060 1.219
H -2.217 0.463 -0.823
H -1.330 2.021 -0.904
H 0.050 -1.922 -0.324
H 1.908 -1.932 -0.796
H 1.302 -2.077 0.937
```



How far above the most stable structure does each one sit? In kJ/mol: (i) 39.3; (ii) 0.0; (iii) 247.3.



(i)
The following is a DFT calculation (ωB97M-V with the def2-TZVPD basis set) of a molecular structure, C35H37FeGe2N5.

Calculated values
Highest occupied orbital energy (spin up / spin down) = -0.3582 / -0.3724 hartree
HOMO-LUMO gap (spin up / spin down) = 0.2702 / 0.1890 Eh
Expectation value of S² = 8.80
Charge = +1
Molecular weight = 728.8 g/mol
Multiplicity = 6

Geometry as XYZ:
```
80
C35H37FeGe2N5 (ωB97M-V with the def2-TZVPD basis set)
Fe -1.314 0.890 0.227
C 1.528 0.222 6.804
C 0.981 0.029 5.419
C 0.694 -1.247 4.927
C 0.145 -1.411 3.682
C -0.129 -0.313 2.829
N -0.698 -0.471 1.611
C -0.746 -1.740 0.995
C 0.389 -2.533 0.817
C 0.313 -3.738 0.145
C -0.892 -4.195 -0.384
C -0.972 -5.477 -1.167
C -2.016 -3.388 -0.237
C -1.946 -2.178 0.425
N -3.144 -1.397 0.539
C -4.384 -1.832 0.839
C -5.247 -0.772 0.694
C -4.437 0.290 0.280
N -3.167 -0.088 0.182
C 0.151 0.986 3.346
C 0.681 1.126 4.612
N -0.040 2.186 2.591
C 0.621 3.356 2.773
C 0.034 4.311 1.988
C -0.998 3.637 1.331
N -1.058 2.360 1.703
H 2.116 -0.639 7.117
H 0.711 0.342 7.521
H 2.154 1.111 6.867
H 0.881 -2.116 5.547
H -0.120 -2.402 3.344
H 1.346 -2.163 1.171
H 1.217 -4.321 0.005
H -0.133 -6.132 -0.939
H -0.950 -5.266 -2.240
H -1.897 -6.015 -0.959
H -2.958 -3.688 -0.683
H -4.555 -2.854 1.138
H -6.312 -0.766 0.859
H -4.715 1.306 0.040
H 0.851 2.120 5.007
H 1.470 3.421 3.434
H 0.329 5.341 1.877
H -1.690 4.013 0.591
C 0.600 -0.275 -5.142
Ge -0.585 -0.170 -3.601
C -1.174 -1.991 -3.161
C -2.220 0.813 -4.065
Ge 0.284 0.890 -1.596
C 1.874 -0.098 -0.962
C 2.371 -1.217 -1.633
C 3.438 -1.954 -1.121
C 4.033 -1.582 0.077
C 3.561 -0.465 0.759
C 2.490 0.258 0.244
C 0.900 2.697 -2.089
C 1.569 3.493 -1.155
C 2.006 4.774 -1.472
C 1.768 5.296 -2.737
C 1.102 4.525 -3.679
C 0.678 3.238 -3.357
H 0.062 -0.768 -5.956
H 1.491 -0.860 -4.909
H 0.915 0.714 -5.477
H -1.473 -2.509 -4.077
H -2.041 -1.942 -2.496
H -0.390 -2.572 -2.670
H -2.773 0.297 -4.855
H -2.007 1.830 -4.400
H -2.861 0.869 -3.181
H 1.925 -1.526 -2.571
H 3.812 -2.813 -1.666
H 4.869 -2.148 0.471
H 4.029 -0.159 1.688
H 2.128 1.119 0.802
H 1.775 3.104 -0.163
H 2.541 5.365 -0.735
H 2.108 6.293 -2.990
H 0.922 4.920 -4.672
H 0.175 2.652 -4.116
```



(ii)
The following is a DFT calculation (ωB97M-V with the def2-TZVPD basis set) of a molecular structure, C35H37FeGe2N5.

Calculated values
Highest occupied orbital energy (spin up / spin down) = -0.3567 / -0.3706 hartree
HOMO-LUMO gap (spin up / spin down) = 0.2692 / 0.1876 Eh
Expectation value of S² = 8.80
Charge = +1
Molecular weight = 728.8 g/mol
Multiplicity = 6

Geometry as XYZ:
```
80
C35H37FeGe2N5 (ωB97M-V with the def2-TZVPD basis set)
Fe 0.011 -1.072 -1.145
C -4.064 -4.173 3.884
C -3.012 -3.452 3.099
C -1.755 -3.187 3.647
C -0.778 -2.576 2.902
C -0.999 -2.160 1.567
N -0.025 -1.600 0.815
C 1.161 -1.138 1.408
C 1.162 -0.232 2.468
C 2.351 0.243 2.987
C 3.580 -0.159 2.470
C 4.869 0.399 2.994
C 3.582 -1.045 1.397
C 2.397 -1.520 0.864
N 2.466 -2.431 -0.232
C 3.322 -3.457 -0.395
C 3.129 -3.968 -1.658
C 2.123 -3.173 -2.211
N 1.726 -2.244 -1.348
C -2.285 -2.433 1.017
C -3.243 -3.077 1.778
N -2.671 -2.022 -0.291
C -3.936 -1.759 -0.695
C -3.929 -1.586 -2.054
C -2.593 -1.754 -2.421
N -1.835 -2.026 -1.362
H -3.952 -3.987 4.951
H -3.981 -5.251 3.727
H -5.066 -3.872 3.583
H -1.540 -3.492 4.662
H 0.204 -2.428 3.328
H 0.215 0.124 2.853
H 2.321 0.957 3.800
H 4.744 0.808 3.995
H 5.221 1.203 2.344
H 5.648 -0.361 3.027
H 4.519 -1.346 0.946
H 3.994 -3.743 0.394
H 3.640 -4.796 -2.113
H 1.671 -3.226 -3.187
H -4.197 -3.322 1.333
H -4.743 -1.698 0.012
H -4.761 -1.340 -2.687
H -2.141 -1.659 -3.394
C 2.099 4.275 -2.252
Ge 2.068 2.326 -2.061
C 3.493 1.814 -0.804
C 2.530 1.475 -3.771
Ge -0.035 1.367 -1.322
C -0.468 2.003 0.500
C 0.317 2.942 1.167
C 0.043 3.315 2.477
C -1.034 2.758 3.150
C -1.835 1.827 2.503
C -1.545 1.452 1.199
C -1.467 2.015 -2.517
C -2.808 1.829 -2.177
C -3.833 2.268 -3.002
C -3.536 2.898 -4.202
C -2.211 3.089 -4.561
C -1.192 2.654 -3.725
H 3.086 4.582 -2.599
H 1.901 4.766 -1.301
H 1.357 4.621 -2.970
H 4.413 2.341 -1.055
H 3.681 0.743 -0.881
H 3.231 2.043 0.229
H 3.530 1.767 -4.090
H 1.829 1.737 -4.562
H 2.516 0.390 -3.650
H 1.160 3.400 0.661
H 0.665 4.052 2.969
H -1.254 3.054 4.167
H -2.685 1.394 3.016
H -2.175 0.708 0.722
H -3.066 1.346 -1.242
H -4.865 2.126 -2.706
H -4.331 3.244 -4.848
H -1.969 3.585 -5.492
H -0.165 2.825 -4.027
```



How far above the most stable structure does each one sit? In kJ/mol: (i) 6.5; (ii) 0.0.



(i)
The following is a DFT calculation (ωB97M-V with the def2-TZVPD basis set) of 2 unconnected molecules or ions with the total composition C2H2BrN3.

Calculated values
Highest occupied orbital energy (spin up / spin down) = -0.3139 / -0.3133 hartree
HOMO-LUMO gap (spin up / spin down) = 0.2656 / 0.2660 Eh
Charge = 0
Molecular weight = 148.0 g/mol

Geometry as XYZ:
```
8
C2H2BrN3 (ωB97M-V with the def2-TZVPD basis set)
C -3.300 -2.088 0.030
C -1.319 0.031 0.064
N -4.457 -2.313 -0.116
N -2.095 -2.077 0.265
N -0.042 0.186 0.067
Br -2.461 1.466 0.099
H 0.537 -0.647 0.063
H 0.431 1.089 0.086
```



(ii)
The following is a DFT calculation (ωB97M-V with the def2-TZVPD basis set) of C2H2BrN3 in the gas phase.

Calculated values
Highest occupied orbital energy = -0.3714 hartree
HOMO-LUMO gap = 0.3851 Eh
SMILES = N#C/N=C(/N)Br
Charge = 0
Molecular weight = 148.0 g/mol

Geometry as XYZ:
```
8
C2H2BrN3 (ωB97M-V with the def2-TZVPD basis set)
N -2.472 1.828 -0.045
C -1.387 1.434 0.057
N -0.210 0.981 0.009
C 0.124 -0.213 0.033
N 1.407 -0.691 -0.044
Br -1.196 -1.633 -0.005
H 2.128 -0.078 0.115
H 1.607 -1.628 -0.120
```



How far above the most stable structure does each one sit? In kJ/mol: (i) 445.2; (ii) 0.0.



(i)
The following is a DFT calculation (ωB97M-V with the def2-TZVPD basis set) of a gas-phase ion, C9H15ClNO (charge +1).

Calculated values
Highest occupied orbital energy = -0.4848 hartree
HOMO-LUMO gap = 0.3530 Eh
SMILES = Cc1oc(CCl)[n+](C(C)C)c1C
Charge = +1
Molecular weight = 188.7 g/mol

Geometry as XYZ:
```
27
C9H15ClNO (ωB97M-V with the def2-TZVPD basis set)
C -2.592 0.703 -2.762
C -1.500 0.638 -1.838
O -1.014 1.749 -1.060
C -0.153 1.456 -0.122
C 0.365 2.595 0.681
Cl -0.441 2.677 2.289
N 0.135 0.166 0.113
C 0.896 -0.516 1.118
C -0.006 -1.004 2.303
C 2.236 0.135 1.318
C -0.716 -0.357 -1.070
C -0.787 -1.833 -1.266
H -2.638 -0.131 -3.338
H -2.327 1.537 -3.301
H -3.509 0.975 -2.305
H 0.126 3.662 0.220
H 1.443 2.517 0.804
H 1.173 -1.413 0.649
H -0.994 -0.482 2.256
H -0.179 -2.056 2.262
H 0.544 -0.486 3.149
H 2.990 -0.449 1.917
H 2.080 1.035 2.032
H 2.697 0.539 0.346
H 0.151 -2.263 -0.931
H -1.052 -2.065 -2.281
H -1.528 -2.384 -0.626
```



(ii)
The following is a DFT calculation (ωB97M-V with the def2-TZVPD basis set) of a gas-phase ion, C9H15ClNO (charge +1).

Calculated values
Highest occupied orbital energy = -0.4930 hartree
HOMO-LUMO gap = 0.3600 Eh
SMILES = Cc1oc(CCl)[n+](C(C)C)c1C
Charge = +1
Molecular weight = 188.7 g/mol

Geometry as XYZ:
```
27
C9H15ClNO (ωB97M-V with the def2-TZVPD basis set)
C -1.978 -1.283 2.792
C -1.275 -0.845 1.578
O -1.872 -0.927 0.305
C -0.979 -0.598 -0.647
C -1.577 -0.506 -2.022
Cl -2.648 0.893 -1.813
N 0.122 -0.062 -0.223
C 1.214 0.744 -0.849
C 0.681 1.900 -1.668
C 2.189 -0.116 -1.664
C -0.071 -0.242 1.278
C 0.996 0.006 2.235
H -1.184 -1.369 3.492
H -2.459 -2.247 2.677
H -2.781 -0.656 3.278
H -2.138 -1.395 -2.125
H -0.936 -0.244 -2.876
H 1.756 1.160 -0.079
H 1.476 2.512 -1.918
H 0.077 1.512 -2.507
H 0.091 2.554 -0.995
H 3.145 0.529 -1.857
H 1.885 -0.429 -2.590
H 2.557 -1.064 -1.334
H 0.956 1.039 2.525
H 2.078 -0.188 1.876
H 0.673 -0.677 3.132
```



How far above the most stable structure does each one sit? In kJ/mol: (i) 124.7; (ii) 0.0.